Version a
C7H12N2 | ωB97M-V/def2-TZVPD

```
21
C7H12N2 | the Open Molecules 2025 dataset | ωB97M-V/def2-TZVPD
H 1.348 -0.491 -1.770
H 1.926 -2.341 -0.803
C 0.636 1.532 0.846
H -3.007 0.668 0.105
H -3.541 -0.974 -0.629
C 0.367 -1.471 0.689
H -0.563 2.140 -0.719
H 0.554 2.545 0.973
C -0.292 1.145 -0.291
H 2.837 -1.562 0.973
C -1.286 -0.086 -0.623
C -2.624 -0.402 0.077
H -1.462 -0.067 -1.836
H 0.113 -1.147 1.734
H 0.478 1.048 1.815
C 1.884 -1.347 0.131
N -0.281 -1.105 -0.287
H -2.541 -0.773 1.302
C 1.316 1.085 -0.341
N 1.958 -0.163 -0.685
H 2.179 1.765 -0.660
```


Version b
C7H12N2 | ωB97M-V/def2-TZVPD

```
21
C7H12N2 | the Open Molecules 2025 dataset | ωB97M-V/def2-TZVPD
N -0.401 0.939 2.334
N 0.383 -0.112 1.986
H -0.874 2.340 -1.191
H -1.211 0.129 -2.972
C -0.200 1.046 0.149
H 1.688 -2.004 0.671
H -1.477 -1.006 1.215
H -1.343 2.508 1.462
C 0.367 -0.284 0.558
C -0.532 1.257 -1.162
H -1.132 -1.431 -0.661
C 1.772 -0.761 0.199
H 2.502 -0.118 1.189
C -0.679 -1.400 0.486
C -0.693 1.601 1.353
H -0.568 -2.447 0.857
H 0.326 -0.443 -2.267
H 0.305 1.133 -3.136
H 2.143 -0.421 -1.061
H -0.154 -1.069 2.396
C -0.225 0.543 -2.405
```


Decreasing stability: version b, version a


Version a
C2H5N2Si | ωB97M-V/def2-TZVPD

Results
Total charge: +1

```
10
C2H5N2Si | the Open Molecules 2025 dataset | ωB97M-V/def2-TZVPD
N -0.323 1.112 0.659
H 1.050 -1.562 -1.051
N -1.589 -0.123 -0.942
Si 1.395 -1.151 0.365
H -1.070 1.927 -1.086
H -1.972 -0.165 -1.969
H 0.828 0.858 2.158
H 1.960 -2.184 1.271
C -0.939 0.888 -0.576
C 0.659 0.399 1.171
```


Version b
C2H5N2Si | ωB97M-V/def2-TZVPD

Results
SMILES string: C1=NC=[NH+][SiH2]1
Total charge: +1

```
10
C2H5N2Si | the Open Molecules 2025 dataset | ωB97M-V/def2-TZVPD
H 0.740 0.081 2.111
H 0.328 2.365 -0.210
H 1.992 0.588 -1.124
N 0.380 0.094 1.086
C -0.643 -0.733 0.885
C -0.494 -0.435 -1.317
H -1.154 -1.212 1.705
Si 0.787 1.038 -0.521
N -1.114 -0.986 -0.338
H -0.823 -0.801 -2.279
```


Version c
C2H5N2Si | ωB97M-V/def2-TZVPD

Results
SMILES string: [H]/N=[SiH]/C[N+]#C
Total charge: +1

```
10
C2H5N2Si | the Open Molecules 2025 dataset | ωB97M-V/def2-TZVPD
H -1.810 1.829 -0.427
N 0.130 -1.268 -0.159
C -1.008 -0.583 -0.191
H -1.337 -0.778 0.804
N 1.048 1.273 0.422
H -1.748 -0.727 -0.976
H 2.351 -1.742 0.194
C 1.210 -1.570 0.028
H 1.666 2.166 0.316
Si -0.501 1.401 -0.011
```


Decreasing stability: version b, version c, version a


Version a
C4H4O2S | ωB97M-V/def2-TZVPD

Results
SMILES string: O=C1O[C@H]2C[C@H]2S1

```
11
C4H4O2S | the Open Molecules 2025 dataset | ωB97M-V/def2-TZVPD
H -0.840 -1.243 -1.203
O 0.964 -1.085 -0.223
C 1.852 -0.082 -0.003
H -1.150 1.371 -1.046
O 3.017 -0.278 0.202
C -0.364 -0.665 -0.435
C -1.116 -0.078 0.708
C -0.531 0.821 -0.350
H -0.697 -0.082 1.700
S 1.073 1.531 -0.050
H -2.208 -0.211 0.699
```


Version b
C4H4O2S | ωB97M-V/def2-TZVPD

```
11
C4H4O2S | the Open Molecules 2025 dataset | ωB97M-V/def2-TZVPD
H -1.874 -1.613 0.682
H -0.296 -2.106 -1.133
O -1.644 1.147 2.174
C -1.128 -0.994 0.463
O 1.485 0.247 -1.839
H 2.180 0.950 -1.534
C 0.256 1.327 0.412
S -0.601 0.355 1.493
H 1.188 1.947 0.731
C -0.216 -1.162 -0.588
C 0.652 -0.099 -0.859
```


Decreasing stability: version a, version b


Version a
C4H12OS | ωB97M-V/def2-TZVPD

Results
SMILES string: CCCSC.O

```
18
C4H12OS | the Open Molecules 2025 dataset | ωB97M-V/def2-TZVPD
H -1.118 1.125 -1.554
O -2.004 1.455 -1.780
C 2.222 0.624 -1.593
C 1.099 0.584 -0.580
H -2.389 0.023 1.463
H -0.994 1.006 0.940
H -2.592 1.011 -1.139
H 2.245 1.566 -2.134
C 1.180 -0.682 0.303
C -1.334 0.221 1.595
H 0.876 1.413 0.086
H 0.196 0.520 -1.204
H 2.145 -0.269 -2.200
H 2.048 -0.722 0.984
H -1.199 0.619 2.610
H 1.569 -1.505 -0.312
H 3.239 0.551 -1.175
S -0.341 -1.251 1.219
```


Version b
C4H12OS | ωB97M-V/def2-TZVPD

Results
SMILES string: CCCSC.O

```
18
C4H12OS | the Open Molecules 2025 dataset | ωB97M-V/def2-TZVPD
H -0.067 2.517 1.733
H 2.130 1.987 -0.325
H -1.469 -4.628 -1.943
C 0.127 1.505 2.221
C 1.587 1.138 -0.091
S 1.629 0.587 1.627
H -0.004 -0.809 0.223
H -0.357 1.713 -0.140
C -0.282 -0.439 -0.773
H 0.224 -1.133 -1.401
O -1.711 -3.702 -1.852
H 0.069 1.400 -1.854
H 2.256 0.314 -0.533
H -0.768 0.817 2.436
H -1.467 -0.327 -0.731
C 0.172 1.072 -0.760
H 0.306 1.743 3.249
H -2.374 -3.756 -1.087
```


Decreasing stability: version a, version b


Version a
CH5N2OP | ωB97M-V/def2-TZVPD

Results
SMILES string: N=C=O.NP

```
10
CH5N2OP | the Open Molecules 2025 dataset | ωB97M-V/def2-TZVPD
P -0.495 1.033 0.869
O -0.840 -2.305 1.724
N 0.683 0.132 0.005
H 0.892 -0.786 0.322
N -2.041 -2.039 -0.321
H -0.422 2.111 -0.096
C -1.408 -2.089 0.732
H -2.043 -1.375 -1.070
H 0.348 0.171 -0.922
H -1.668 0.657 -0.020
```


Version b
CH5N2OP | ωB97M-V/def2-TZVPD

Results
SMILES string: N=C=O.NP

```
10
CH5N2OP | the Open Molecules 2025 dataset | ωB97M-V/def2-TZVPD
H 2.073 -0.256 -0.778
P 1.477 0.409 0.378
H -0.033 -1.316 0.120
H -1.887 0.675 -2.385
O -1.889 0.742 0.760
H 0.445 -1.026 1.737
H 2.590 0.067 1.209
C -1.890 0.813 -0.354
N -1.664 1.049 -1.491
N 0.777 -1.158 0.803
```


Decreasing stability: version a, version b


Version a
C7H11N2O3 | ωB97M-V/def2-TZVPD

Results
SMILES string: C/[NH+]=C1\N=C(OC)O[C@@H](C)C1=O
Total charge: +1

```
23
C7H11N2O3 | the Open Molecules 2025 dataset | ωB97M-V/def2-TZVPD
C 1.714 0.355 -0.320
N -0.643 -0.417 -0.227
C -3.317 0.071 -0.119
H 0.709 -3.946 -0.570
O -0.243 1.874 -0.518
H 1.126 2.092 1.761
C 0.255 -3.117 -0.027
H 0.164 -3.409 1.023
H -3.347 -0.471 -1.068
H 1.612 2.280 -1.259
C 0.655 -0.725 -0.232
N 1.080 -1.952 -0.142
O 2.879 0.068 -0.299
C -0.961 0.834 -0.346
O -2.460 1.184 -0.192
C 1.187 1.772 -0.383
H -4.297 0.494 0.088
C 1.597 2.533 0.885
H -0.738 -2.902 -0.419
H 2.678 2.492 0.998
H 1.283 3.572 0.802
H -3.026 -0.611 0.682
H 2.094 -2.072 -0.120
```


Version b
C7H11N2O3 | ωB97M-V/def2-TZVPD

Results
SMILES string: COC1=[NH+]C=N[C@](C=O)(OC)C1
Total charge: +1

```
23
C7H11N2O3 | the Open Molecules 2025 dataset | ωB97M-V/def2-TZVPD
C 3.586 -0.121 0.436
H -3.224 1.586 -0.260
H 2.129 0.810 -1.469
C 0.088 -0.916 0.549
H 0.025 -1.012 1.584
N -0.979 0.355 -1.289
O -1.986 -2.463 -0.353
O -1.616 0.668 1.037
H -3.193 -0.888 0.005
C 0.156 0.568 -1.725
C -2.230 -1.336 -0.193
H 0.414 0.814 -2.765
H 3.485 0.877 0.141
H -2.615 2.556 1.206
H 3.930 -0.820 -0.397
O 2.378 -0.655 0.827
C 1.370 -0.392 0.046
C -2.775 1.442 0.770
H -3.584 0.966 1.382
H 0.120 -1.912 0.277
C -1.181 -0.148 0.001
N 1.334 0.307 -1.107
H 4.367 -0.285 1.298
```


Decreasing stability: version a, version b